113
Properties=species:S:1:pos:R:3:lowdin_spin:R:1 method="wB97M-V/def2-TZVPD" charge=-1 multiplicity=2 s2=0.892 homo_ev="-5.51 / -5.51" relative_energy_kcal_mol=14.0
V 0.014 0.896 0.701 1.298
C -2.152 4.392 -3.102 0.000
C -2.707 3.253 -2.227 0.000
C -4.073 2.851 -2.815 0.000
C -2.765 3.702 -0.769 -0.002
C -3.864 4.463 -0.382 0.000
C -3.926 5.050 0.868 -0.002
C -2.823 4.979 1.700 0.000
C -1.695 4.246 1.348 -0.002
C -0.429 4.443 2.166 0.000
C -0.675 4.612 3.666 0.000
C 0.329 5.678 1.645 0.000
C -1.723 3.490 0.164 0.000
N -0.686 2.500 -0.129 -0.028
C 0.260 2.918 -1.044 0.001
O 0.435 4.074 -1.366 -0.003
C 1.070 1.854 -1.726 0.007
C 1.760 2.266 -2.838 -0.001
C 2.479 1.325 -3.545 0.005
C 2.492 0.033 -3.075 -0.001
C 1.791 -0.328 -1.924 0.004
N 1.040 0.586 -1.256 -0.003
C 2.000 -1.818 -1.608 0.000
O 3.135 -2.255 -1.911 0.000
N 0.951 -2.474 -1.196 -0.001
C 0.896 -3.869 -1.339 0.000
C 1.213 -4.723 -0.268 0.000
C 0.986 -6.093 -0.385 0.000
C 0.469 -6.638 -1.549 0.000
C 0.205 -5.805 -2.626 0.000
C 0.410 -4.431 -2.547 0.000
C 0.189 -3.564 -3.772 0.000
C 1.415 -3.639 -4.692 0.000
C -1.090 -3.915 -4.536 0.000
C 1.926 -4.160 0.943 0.000
C 1.495 -4.797 2.264 0.000
C 3.447 -4.271 0.752 0.000
H -2.087 4.070 -4.148 0.000
H -2.824 5.255 -3.046 0.000
H -1.166 4.707 -2.770 0.000
H -2.026 2.405 -2.305 0.000
H -4.630 3.739 -3.128 0.000
H -3.931 2.227 -3.700 0.000
H -4.698 2.303 -2.109 0.000
H -4.686 4.598 -1.078 0.000
H -4.808 5.604 1.171 0.000
H -2.833 5.516 2.641 0.000
H 0.215 3.587 2.013 0.000
H -1.100 5.597 3.886 0.000
H -1.348 3.851 4.068 0.000
H 0.279 4.544 4.199 0.000
H -0.284 6.575 1.782 0.000
H 1.265 5.803 2.202 0.000
H 0.565 5.577 0.589 0.000
H 1.723 3.311 -3.105 0.000
H 3.033 1.597 -4.436 0.000
H 3.065 -0.743 -3.554 0.000
H 1.235 -6.752 0.440 0.000
H 0.294 -7.706 -1.622 0.000
H -0.164 -6.238 -3.552 0.000
H 0.098 -2.534 -3.432 0.000
H 1.574 -4.668 -5.033 0.000
H 1.283 -2.998 -5.574 0.000
H 2.310 -3.314 -4.154 0.000
H -1.024 -4.901 -5.009 0.000
H -1.956 -3.918 -3.866 0.000
H -1.271 -3.179 -5.325 0.000
H 1.698 -3.099 0.986 0.000
H 1.829 -5.837 2.338 0.000
H 1.935 -4.251 3.104 0.000
H 0.405 -4.783 2.376 0.000
H 3.742 -5.321 0.641 0.000
H 3.751 -3.724 -0.143 0.000
H 3.976 -3.851 1.619 0.000
C -3.275 0.435 -0.091 0.000
N -1.974 -0.246 -0.035 -0.004
C -1.720 -0.849 -1.359 0.003
C -2.071 -1.293 1.001 -0.002
C -0.718 -1.877 1.275 -0.017
N 0.282 -0.785 1.395 -0.209
C 1.371 -1.110 2.257 -0.011
C 2.710 -1.012 1.861 -0.015
F 3.028 -0.626 0.646 -0.003
C 3.749 -1.340 2.707 0.001
F 4.997 -1.234 2.259 0.002
C 3.516 -1.784 3.987 -0.015
C 2.209 -1.877 4.398 0.002
F 1.928 -2.284 5.641 0.002
C 1.171 -1.551 3.563 -0.015
F -0.066 -1.597 4.059 -0.003
H -4.065 -0.310 -0.249 0.000
H -3.273 1.115 -0.922 0.000
H -3.462 0.979 0.823 0.000
H -2.561 -1.493 -1.643 0.000
H -0.806 -1.442 -1.358 0.000
H -1.625 -0.055 -2.101 0.000
H -2.751 -2.091 0.685 0.000
H -2.475 -0.831 1.895 0.000
H -0.395 -2.493 0.440 -0.008
H -0.756 -2.505 2.155 -0.002
H 4.333 -2.040 4.650 -0.001
N 0.995 1.586 3.834 0.002
C 1.840 1.939 2.816 0.002
N 3.012 2.492 2.964 0.001
N 3.460 2.708 1.688 0.000
N 2.610 2.299 0.825 0.008
N 1.537 1.768 1.513 -0.001
C -0.370 1.539 3.614 0.006
N -1.270 1.649 4.558 0.001
N -2.454 1.600 3.900 0.005
N -2.263 1.474 2.633 0.005
N -0.922 1.414 2.402 -0.006
H 1.282 1.849 4.763 0.000